Record 1
This record from OMol25 describes a molecular structure, C46H38BrFeN7PS5. The level of theory is ωB97M-V with the def2-TZVPD basis set.

XYZ file:
```
99
C46H38BrFeN7PS5 ωB97M-V with the def2-TZVPD basis set
C 2.0083 -5.1927 -0.7477
C 2.1128 -0.1207 1.7881
H 3.2539 1.7397 -3.5532
H 1.2916 -2.6363 -0.1184
H -0.8037 4.5412 4.8285
C 4.9675 -0.5725 -1.0255
S 3.6099 -5.5950 -0.5764
H 0.3748 2.5187 4.1162
C -1.5952 -1.0994 -3.6903
H 0.0367 -2.8913 4.1875
C 1.8837 -2.0439 0.5650
H -2.3567 -0.8174 -5.6700
C -2.7720 1.4792 -1.0880
H -0.7667 0.9905 -6.2275
C -2.6890 -0.4724 1.8916
C 2.8967 2.6265 -3.0437
C 3.8304 0.2179 -1.0013
H 3.0553 -4.5817 -6.8267
C -4.4439 0.5741 0.4197
S -2.4573 -1.8602 3.9545
H 3.8379 1.1505 -0.4467
C -1.1016 -1.5913 2.9519
C 3.8538 -2.1425 -2.4626
H -2.2777 -1.9036 -3.4417
H 4.1812 3.9415 -4.1367
C -0.8683 4.2147 3.8003
S -4.4778 1.5069 -1.0048
H 3.3944 -3.5500 0.7720
H 1.0066 -1.6510 3.3977
N -1.3564 -0.8278 1.9171
N -0.6009 -1.2500 -1.4481
H 1.8665 -1.6309 -3.0535
C 2.9901 5.0045 -2.7011
C 0.1583 -2.3214 3.2682
H 2.9760 -6.5504 -3.0248
H 1.6937 5.7883 -1.1827
H 5.8503 -0.2606 -0.4818
H -4.4827 -0.7593 3.1224
C 1.8057 -4.7611 -3.1830
H -2.3519 5.0593 0.8761
S 0.9002 -5.1337 0.5992
C -0.1897 3.0821 3.3844
H 3.8285 0.0755 3.0484
C 1.3677 -3.7379 -4.0165
H 1.4727 -2.8790 -5.9718
H 5.8650 -2.3801 -1.7632
N 1.4068 -0.8501 0.9029
H -0.9988 2.2617 -1.9721
H 0.7507 3.5913 -0.6089
C 3.0682 -2.5607 1.0782
C 0.1899 0.9521 -4.3111
C 1.8191 -3.6746 -5.3244
H 3.8544 -3.0611 -3.0361
C -0.2804 2.6506 2.0629
H 0.6536 -3.0200 -3.6396
H 3.4117 5.9689 -2.9512
H 0.8640 1.7656 -4.5476
C 1.4826 1.1347 2.1805
P 1.2025 0.9006 -1.6246
H -5.3445 0.2690 0.9239
H 4.7166 -2.1764 2.3945
C -0.3243 -4.3780 -0.4077
C 3.4249 3.8644 -3.3670
H 1.9636 1.7454 2.9416
H 0.3654 -3.0222 2.4587
C 1.4916 3.6635 -1.3903
N -2.2103 0.7852 -0.1247
C -1.0727 3.3624 1.1725
C -1.7473 4.5009 1.5776
C 2.6634 -5.7402 -3.6647
N 0.3932 1.4781 1.6122
C 2.7199 -1.3395 -2.4535
N 0.0387 -4.2982 -1.6543
C 0.2294 0.3558 -3.0564
H -2.4002 3.3336 -2.0619
H 0.2089 -1.8640 -1.3819
N 1.3166 -4.8102 -1.8430
C -0.6612 -0.6752 -2.7569
C 3.3029 -0.5534 2.3420
C 4.9785 -1.7601 -1.7488
C -0.7370 0.5255 -5.2513
H 3.7843 -6.4252 -5.3473
C -3.1598 0.2945 0.7494
C 2.0263 4.9046 -1.7114
C -2.0735 2.2944 -2.1246
C 2.7021 -4.6314 -5.8055
C -1.6304 -0.4913 -4.9375
C 3.7916 -1.8022 1.9774
H -1.3849 -1.8830 -1.2356
H -1.1439 3.0278 0.1528
C 1.9151 2.5170 -2.0553
Br -2.5825 6.4529 3.4621
S -1.6916 -3.6266 0.2728
C 2.6914 -0.1620 -1.7127
H -2.2876 1.9334 -3.1319
Fe -0.2954 0.0456 0.2597
C -3.4373 -0.9255 2.9276
C 3.1128 -5.6633 -4.9747
C -1.6439 4.9215 2.8941
```

Properties
molar mass = 1015.9 g mol⁻¹
F_max = 0.9 eV Å⁻¹
relative energy (zero: lowest compared OMol25 entry of this formula, charge and spin) = 0.0 kcal/mol
LUMO energy = -3.6 eV
frontier orbital gap = 0.2051 Ha
calculated total energy = -226642.1554 eV
net charge = +1


Record 2
This record from OMol25 describes a molecular structure, C46H38F6IrN2O5P2. The level of theory is ωB97M-V with the def2-TZVPD basis set.

XYZ file:
```
100
C46H38F6IrN2O5P2 ωB97M-V with the def2-TZVPD basis set
C -0.8058 4.1803 -0.7513
C -4.7640 -1.0996 1.3712
H 4.7364 -1.5387 -3.8959
O 1.4634 -0.9167 0.1738
H 0.0682 -2.8349 -6.1947
C 1.7697 -4.2877 -0.5233
H 6.5024 0.1191 -3.4227
H -0.0952 -0.6651 6.1410
O 0.2153 -3.2071 0.8220
C 1.7323 -4.0622 -2.9297
H 3.1096 -5.0913 -4.2099
H 0.1184 4.6115 -0.3889
C 0.3615 1.4819 -2.7756
O -0.9350 0.6832 1.1485
C 2.2546 -4.4300 -4.1864
H -5.8705 -1.7726 -1.7628
H -6.6720 -0.9621 0.4338
H -3.3979 4.9254 -2.7821
C 1.6850 -3.9835 -5.3501
C 0.1465 -2.8335 -1.5576
F 0.7810 1.3716 4.9534
H 1.7330 2.6817 -0.2833
H 2.5811 -1.4114 -2.7185
C -0.1319 4.6326 4.6458
H -2.7716 1.4437 -0.3756
C 0.0296 -2.7704 -4.0781
C -1.2996 3.9795 4.2714
F 3.2290 -2.0866 4.8056
Ir -0.0721 -1.3648 1.6624
H -2.5780 -0.8818 -3.3420
C 1.7102 0.5456 4.4708
C 5.3498 1.1788 -1.9681
C 0.5485 -3.1609 -5.2838
C 0.6994 -1.3333 5.8183
F 2.8034 0.6765 5.2191
C 1.1799 -0.9082 4.4350
C 4.5658 -0.7580 -3.1691
C -3.0158 -1.2709 3.5614
C 1.0149 3.6982 2.7569
O -2.5590 -1.5527 2.2273
H 1.2037 2.1486 -2.6447
H -3.5311 -2.2351 -2.1275
H -2.1960 4.0938 4.8628
C 1.4054 1.8014 0.2707
H 0.3136 -2.3485 5.7639
C 2.2935 -4.5894 -1.7316
C -1.6752 0.9571 -3.8914
H -1.2482 5.8544 -2.0067
H 1.5068 -1.3006 6.5473
H 2.0877 -4.2770 -6.3077
H -2.4359 1.1748 -4.6260
C -2.7878 4.3623 -2.0913
C 0.2842 0.3365 -1.9769
C -2.8838 -1.6670 -0.1147
H -0.4976 2.6979 -4.3128
H -2.2277 2.6938 2.8366
C 0.6145 -3.1891 -2.8586
F 2.0106 1.0046 3.2319
N -1.5556 -1.6840 -0.2159
H -0.1235 5.2514 5.5304
C -1.7615 -0.2061 -3.1418
H 3.1421 -5.2539 -1.8045
H -5.1511 -0.8346 2.3395
C 1.0209 4.4987 3.8885
C 5.5588 0.1757 -2.9010
C -0.5978 1.8023 -3.7188
H -2.1872 -1.5609 4.2027
H -3.2113 -0.2035 3.6546
H 6.1290 1.8973 -1.7604
C -5.6250 -1.1860 0.2946
C -3.8381 -1.8612 -1.1615
C 3.1371 0.3323 -1.5743
C -3.2218 3.1302 -1.6310
C -2.4449 2.4096 -0.7361
C 4.1387 1.2593 -1.2987
C 0.6541 -3.4040 -0.3973
H 1.9254 5.0090 4.1820
C -0.1524 3.0447 2.3783
H -1.7189 -2.3232 -2.1208
C -5.1664 -1.6190 -0.9603
H -3.9005 -1.8670 3.7740
C -0.7963 -0.5240 -2.1989
O 0.1072 -0.8869 3.5560
C -3.4183 -1.4161 1.2135
C 3.3549 -0.6848 -2.5077
P 1.5843 0.2898 -0.7166
N -1.0077 -1.8654 -1.5328
C 2.2528 -1.9024 3.9276
C -1.5770 4.8875 -1.6560
C -1.2356 2.9344 -0.2968
H -0.8501 -2.1444 -4.0992
F 2.8065 -1.5118 2.7724
H -4.1699 2.7333 -1.9635
H 1.9255 3.5906 2.1851
H 2.0755 1.6565 1.1238
H 3.9913 2.0425 -0.5687
F 1.6721 -3.0875 3.6951
P -0.2810 2.0320 0.9210
C -1.3144 3.1921 3.1371
H 2.1729 -4.6869 0.3949
```

Properties
molar mass = 1067.0 g mol⁻¹
F_max = 0.6 eV Å⁻¹
relative energy (zero: lowest compared OMol25 entry of this formula, charge and spin) = 30.9 kcal/mol
spin multiplicity = 6
LUMO energy (alpha / beta) = -5.0 / -7.4 eV
frontier orbital gap (alpha / beta) = 0.2821 / 0.1953 Ha
calculated total energy = -99243.0002 eV
net charge = +2


Record 3
This record from OMol25 describes a molecular structure, C46H38N5O5SV in a non-equilibrium geometry. The level of theory is ωB97M-V with the def2-TZVPD basis set.

XYZ file:
```
96
C46H38N5O5SV ωB97M-V with the def2-TZVPD basis set
C -2.9343 0.3015 -3.4101
C -4.3558 0.1821 -1.4630
C 1.5428 3.0200 0.2346
H 2.5887 2.9097 0.4909
C 0.9014 -2.4244 4.3236
H 4.9384 -3.0187 -0.1230
H 0.2225 -5.6875 -2.3663
H 3.2711 1.9941 -2.7043
H 5.4516 -1.6157 3.7962
C -0.6367 2.0881 -0.1529
C -1.3043 1.2016 3.7593
H -2.8576 1.1818 1.5247
C -2.7085 0.1963 1.9629
H -3.5835 -0.0162 2.5819
C 4.1619 -2.9713 -0.8867
H -1.9419 2.0751 3.6962
C 2.5477 -1.0855 -1.5178
C -2.1313 -0.8313 -1.3950
O -3.9670 3.9952 -2.3067
H -4.5523 -0.2071 -0.4723
C 4.0350 -2.8343 2.7419
C -0.5805 5.8036 -1.1096
S -5.8530 3.0228 -3.8638
C 1.1003 4.2437 -0.2204
H -0.2067 1.9284 5.4488
H 5.5437 1.2893 -2.0337
H 1.0889 0.4836 -3.7922
C -1.4970 0.1627 2.8540
O 0.0741 6.7502 -0.7685
H 0.8870 -3.1211 3.4904
C 0.3147 -3.9849 -1.0933
C 3.9192 -0.4526 2.8355
N -0.0671 -3.4085 0.0414
C -3.1780 -0.1756 -2.1213
H -2.1004 3.4044 -0.9709
C 1.0222 0.5850 -2.7060
O -1.6442 5.9680 -1.9007
C -1.2487 -3.1485 2.0480
H 1.9347 -2.2689 4.6366
H -6.3687 5.7210 -3.6678
V 0.4403 -1.4513 0.3767
C -5.3397 5.6774 -3.3163
C -1.0758 3.3211 -0.6284
C -1.3760 -5.2895 0.6157
O 1.7372 -3.4155 -2.9339
N -0.6332 -1.9280 1.8727
H 4.4952 -3.7791 2.9935
N 2.2818 -1.6864 1.6089
H -2.6725 -0.5441 1.1693
H -4.6894 6.0797 -4.0952
C 2.8874 -2.8131 1.9614
H -2.0519 -5.7549 1.3194
H 4.5316 -3.4942 -1.7707
N 1.1448 0.6615 0.7601
C -0.3461 1.1112 4.7530
C 4.5587 -1.6354 3.1860
C -0.9690 -5.9108 -0.5604
H -5.2147 6.2842 -2.4213
C 2.7905 -0.5240 2.0420
N 1.4351 -1.9342 -1.1789
H 0.8050 1.6320 -2.4896
C 2.3395 0.1658 -2.1146
C -5.2258 1.0867 -2.0421
H 1.7691 5.0923 -0.2616
C -0.9038 -4.0191 0.8736
H -6.1104 1.4124 -1.5109
O -1.9399 -3.4911 2.9733
H -1.3017 1.2429 -0.1499
C -1.1413 -1.0661 -0.7310
C -4.9229 1.6368 -3.2798
C -0.2095 4.4100 -0.6562
H -2.0701 5.1443 -2.1924
C 3.4318 1.0155 -2.2676
C 0.2213 -1.1192 4.0173
H 1.0514 -0.1792 5.7464
C 2.1119 0.6920 1.5949
H -3.5914 1.6291 -4.9600
C 4.9127 -0.6714 -1.4368
C 0.3757 -0.0642 4.9070
C 0.6651 1.9392 0.2974
C 1.2386 -3.1025 -1.8824
H 3.2964 -3.5267 -0.5357
C 3.8502 -1.5462 -1.2540
C -4.8997 4.2712 -3.0254
H 2.4336 -3.7337 1.6158
H 5.9182 -1.0167 -1.2274
H 2.4784 1.6308 2.0026
C -3.8052 1.2084 -3.9865
H -2.0309 0.0043 -3.9263
H -1.3214 -6.9059 -0.7959
H 4.2903 0.5084 3.1644
C 4.7055 0.6165 -1.9067
H 0.1902 -0.0211 -2.3662
C -0.1112 -5.2521 -1.4347
H 0.3751 -2.9105 5.1470
C -0.6377 -0.9433 2.9200
```

Properties
molar mass = 823.9 g mol⁻¹
F_max = 1.0 eV Å⁻¹
spin multiplicity = 2
LUMO energy (alpha / beta) = -4.6 / -4.3 eV
frontier orbital gap (alpha / beta) = 0.2308 / 0.2461 Ha
calculated total energy = -102526.3177 eV
net charge = +1


Record 4
This record from OMol25 describes a molecular structure, C46H38N7O4S5Tc in a non-equilibrium geometry. The level of theory is ωB97M-V with the def2-TZVPD basis set.

XYZ file:
```
101
C46H38N7O4S5Tc ωB97M-V with the def2-TZVPD basis set
H -1.4192 2.0584 -4.8023
H 1.5533 2.5691 5.4536
H 4.6359 -7.6380 0.7490
C 1.6088 1.9680 -0.9101
H 5.8801 -3.0198 2.5224
O 1.0020 0.8799 -1.2477
H 9.0880 -2.3050 -0.2283
C -2.0385 0.6107 -2.5436
C 1.3198 -3.3367 -2.4910
H 8.3110 -2.7535 2.0747
N 0.3110 -1.9037 -0.3784
C 0.1941 -3.2671 -4.5866
N -0.9966 -0.7096 1.9555
C 4.3453 0.6410 -0.2206
C 1.2307 -3.9996 -5.1474
C 0.8354 2.6846 0.3560
C 0.5459 -4.4882 -0.0454
C -3.1456 -1.0517 2.9763
H -4.2210 -1.0087 2.8739
H 7.2840 2.0229 1.8803
O -0.0728 1.8854 0.8212
O 1.1842 3.7721 0.7230
H 7.4713 -2.1826 -2.0882
H 5.3268 1.5296 -1.8981
H 1.6345 1.7619 3.1004
S 3.6373 -2.9133 0.8946
N 2.8775 -2.8630 -0.4604
C 0.6494 -5.7276 -0.6530
C 2.8458 1.0143 6.1857
H 3.4878 0.2844 -0.7789
Tc -0.0318 -0.0387 0.2596
S 2.9721 -0.3418 1.8732
C 4.1933 -5.5506 0.8361
N -1.9767 -0.2001 -0.3592
H 5.4432 0.7940 2.9991
H 4.1290 -0.6489 6.6416
H 1.1905 -4.2719 -6.1937
C 5.3553 -2.7478 0.4602
H -0.3428 -3.2965 1.4821
H 2.7369 -6.2767 4.3415
C 8.0325 -2.4397 -0.0334
C 3.6555 -4.5369 1.6171
H 3.1329 -4.9459 -4.8271
H -0.0046 -7.7642 -0.5948
H 2.8166 1.3652 7.2088
C 4.2130 -6.8371 1.3399
H -0.6411 -1.6987 5.1421
C 5.7692 -2.5226 -0.8393
C 3.5934 -0.1136 5.8692
H -2.9736 1.6367 -5.5618
H -3.9081 -0.5944 0.3076
C -2.5477 -1.4004 4.1641
H -1.4601 0.9010 -6.1636
C -2.3556 -0.7367 1.8680
C 3.6906 -7.0928 2.6016
O 2.6168 2.4701 -1.3356
H -1.6089 -5.2119 2.4476
H -0.6486 -2.9501 -5.1848
H -3.1403 -1.6655 5.0287
C -0.4305 -1.0550 3.1227
C -0.0676 -6.7919 -0.1243
C 6.2482 -2.8317 1.5210
C -0.9724 -5.3603 1.5849
S -2.1656 -0.1227 -4.1493
C 7.1256 -2.3652 -1.0799
H 4.5971 -5.3210 -0.1433
C 3.1290 -4.7714 2.8736
C 6.4675 1.6203 1.2963
H 3.2266 -4.3215 -2.4229
C 3.1473 -6.0685 3.3627
H 0.6459 -1.0429 3.1474
C 2.3778 -4.0504 -3.0369
C 2.3240 -4.3845 -4.3795
C -1.1528 -1.4187 4.2328
N 3.2825 -1.9717 2.0743
H -0.5593 -2.3595 -2.7754
C -0.2626 -4.2926 1.0653
H 1.2578 -5.8647 -1.5370
C 3.6536 -0.5585 4.5578
S 1.2364 -2.9729 -0.7529
C -0.8789 -6.6087 0.9857
C 2.1903 1.2617 3.8879
C 4.4014 0.4460 1.1508
N 1.7981 0.0129 1.0996
C 5.3682 1.3415 -0.8340
H -1.4532 -7.4393 1.3747
C 2.1416 1.6978 5.2018
H 3.7025 -8.1027 2.9897
C 2.9554 0.1449 3.5863
C -2.8646 -0.4805 0.5631
H 7.2098 2.4003 -0.5526
H 5.0325 -2.4712 -1.6302
C 6.4234 1.8296 -0.0762
C 0.2313 -2.9336 -3.2426
S -1.7914 2.2346 -2.2751
C 7.5979 -2.6807 1.2651
C 5.4444 0.9288 1.9249
H 4.2125 -1.4447 4.2889
H 2.7242 -3.9442 3.4413
C -1.9883 1.2696 -5.2869
N -2.3413 -0.2855 -1.6111
```

Properties
molar mass = 1011.2 g mol⁻¹
F_max = 3.6 eV Å⁻¹
relative energy (zero: lowest compared OMol25 entry of this formula, charge and spin) = 10.7 kcal/mol
spin multiplicity = 4
LUMO energy (alpha / beta) = -2.9 / -3.9 eV
frontier orbital gap (alpha / beta) = 0.2325 / 0.1965 Ha
calculated total energy = -123301.8999 eV
net charge = +1


> Which value of molar mass does entry 3 give?

823.9 g mol⁻¹


> Which value of calculated total energy does entry 2 give?

-99243.0002 eV